# 1
ORCA calculation (ωB97M-V with the def2-TZVPD basis set) on a molecular structure, C60H51ClF5GeN3O3PReS.

multiplicity = 4
total charge = -1
energy relative to the best compared isomer or geometry (same formula, charge and spin) = 0.0 kJ/mol
HOMO energy (alpha / beta) = -2.7 / -4.9 eV
M = 1314.39 g/mol
LUMO (alpha / beta) = 0.0792 / 0.0792 Eh
⟨S²⟩ = 3.7927

```
127
Properties=species:S:1:pos:R:3:forces:R:3:lowdin_spin:R:1
Re -1.77747 -0.74522 -0.22580 -0.110 -0.054 0.685 2.27
F 1.71975 -1.43841 6.15208 -0.104 0.053 -0.119 0.00
C 0.76732 -1.33924 5.20784 0.011 0.005 -0.013 0.01
C 1.09143 -1.42359 3.86536 0.019 0.011 0.110 0.00
F 2.37558 -1.59372 3.50164 -0.115 0.007 0.041 0.00
C 0.10102 -1.34921 2.90002 0.314 -0.066 -0.158 0.01
F 0.49827 -1.46082 1.62530 -0.012 0.019 0.303 0.03
C -1.24133 -1.18067 3.20976 -0.303 0.012 0.141 0.03
S -2.56493 -1.12735 2.06262 -0.039 -0.062 0.179 0.11
C -1.52856 -1.08360 4.57567 -0.062 0.014 0.118 0.01
F -2.79844 -0.91725 4.98572 0.152 -0.014 -0.093 0.00
C -0.56164 -1.16266 5.56098 0.074 -0.011 -0.082 0.00
F -0.90358 -1.07598 6.85612 0.049 -0.006 -0.093 0.00
O -0.83879 -4.60866 1.26496 -0.059 -0.029 -0.067 0.01
C -1.58562 -4.05519 0.47493 -0.368 0.092 -0.041 0.01
O -1.34633 -3.00563 -0.22520 0.789 -0.175 -0.229 0.06
C -2.98977 -4.57469 0.21386 0.090 -0.063 0.202 0.01
C -3.42966 -5.71798 0.86187 -0.097 -0.033 -0.008 0.00
C -4.72826 -6.16927 0.68092 0.047 -0.004 0.012 0.01
C -5.59475 -5.46071 -0.13877 0.020 0.027 0.007 0.00
C -5.16101 -4.31363 -0.78809 -0.034 -0.014 -0.043 0.01
C -3.85172 -3.86745 -0.63106 0.129 0.131 0.003 0.02
P -3.23101 -2.34380 -1.44119 -0.326 0.025 -0.328 0.13
C -4.72258 -1.69566 -2.29916 -0.013 0.025 0.085 0.00
C -5.22149 -2.19416 -3.49971 0.072 -0.084 -0.041 0.00
C -6.33691 -1.62594 -4.09252 -0.060 0.032 -0.021 0.00
C -6.97332 -0.54884 -3.48926 0.006 0.001 0.005 0.00
C -6.48665 -0.04375 -2.29300 -0.043 -0.018 -0.030 0.00
C -5.36529 -0.61289 -1.70801 0.008 0.051 0.111 0.01
C -2.26728 -2.90993 -2.88631 -0.047 -0.144 0.033 0.02
C -1.99214 -4.24884 -3.13160 -0.022 -0.054 0.069 0.00
C -1.22480 -4.61888 -4.22722 0.028 -0.011 -0.041 0.00
C -0.73193 -3.65201 -5.09016 -0.021 0.045 0.030 0.00
C -1.01017 -2.31156 -4.85120 0.061 -0.038 -0.081 0.00
C -1.77043 -1.94308 -3.75490 -0.018 0.168 0.037 0.02
H -2.73291 -6.22769 1.51384 0.018 0.001 0.013 0.00
H -5.06960 -7.06283 1.18721 -0.010 -0.025 0.017 0.00
H -6.61516 -5.79535 -0.27023 -0.041 -0.015 -0.012 0.00
H -5.85106 -3.76590 -1.41604 -0.001 -0.004 -0.005 0.00
H -4.72623 -3.02974 -3.98107 0.010 -0.003 0.002 0.00
H -6.70892 -2.02025 -5.02935 -0.009 -0.008 -0.024 0.00
H -7.84082 -0.10047 -3.95567 -0.028 0.010 -0.014 0.00
H -6.97197 0.79873 -1.81850 -0.025 0.032 0.025 0.00
H -4.96756 -0.20150 -0.78455 0.003 -0.033 -0.015 0.01
H -2.36429 -5.00919 -2.45537 0.000 0.012 -0.007 0.00
H -1.00784 -5.66512 -4.40033 0.008 -0.019 -0.006 0.00
H -0.12658 -3.93863 -5.93942 0.026 -0.009 -0.037 0.00
H -0.62058 -1.54940 -5.51361 0.008 0.013 -0.015 0.00
H -1.96203 -0.89180 -3.55224 0.013 -0.085 0.002 0.01
C -1.58135 0.98391 -0.42641 0.185 0.192 -0.352 0.02
Ge -1.39147 2.86775 -0.49426 -0.145 -0.003 -0.038 0.02
C -2.71133 3.59110 -1.74421 -0.021 0.113 0.022 0.01
C -3.88533 2.87443 -1.96777 0.020 -0.058 -0.037 0.00
C -4.87293 3.36813 -2.80739 -0.020 -0.001 -0.022 0.00
C -4.69885 4.59175 -3.43733 -0.028 0.009 -0.018 0.00
C -3.53226 5.31330 -3.23133 0.004 0.029 -0.037 0.00
C -2.54665 4.81236 -2.39221 -0.014 0.017 0.004 0.00
C 0.38139 3.34757 -1.17362 0.085 -0.042 -0.002 0.00
C 1.42670 3.73541 -0.33730 0.030 0.008 -0.001 0.00
C 2.70212 3.96539 -0.84210 0.005 0.025 0.078 0.00
C 2.95323 3.79581 -2.19465 0.050 -0.052 -0.016 0.00
C 1.92599 3.39831 -3.03922 0.008 0.003 -0.052 0.00
C 0.65359 3.18182 -2.53162 0.039 0.022 0.019 0.00
C -1.62080 3.62573 1.28579 -0.023 0.033 0.033 0.00
C -2.23177 2.84484 2.26626 0.083 -0.209 0.018 0.00
C -2.45355 3.35608 3.53811 0.012 -0.052 0.009 0.00
C -2.06686 4.65160 3.84530 0.022 0.043 0.034 0.00
C -1.45033 5.43687 2.88004 0.000 -0.006 0.035 0.00
C -1.22940 4.92240 1.61018 -0.032 0.086 0.002 0.00
H -4.01212 1.90563 -1.49874 0.010 -0.020 0.035 0.00
H -5.77351 2.79096 -2.97766 -0.004 -0.005 -0.011 0.00
H -5.46767 4.97907 -4.09366 -0.020 0.013 -0.020 0.00
H -3.38876 6.26488 -3.72822 0.003 0.019 -0.008 0.00
H -1.63498 5.38110 -2.24983 0.048 0.030 0.023 0.00
H 1.24453 3.86107 0.72383 -0.019 0.002 0.047 0.00
H 3.50164 4.28423 -0.18224 -0.011 -0.036 0.016 0.00
H 3.94852 3.96025 -2.58609 0.032 0.021 -0.020 0.00
H 2.11873 3.25576 -4.09525 0.001 -0.002 -0.019 0.00
H -0.13860 2.87289 -3.20212 -0.060 -0.035 -0.037 0.00
H -2.50296 1.81176 2.04625 -0.007 0.149 -0.004 0.00
H -2.91591 2.73147 4.29145 -0.026 -0.013 0.024 0.00
H -2.23607 5.04746 4.83892 -0.003 0.008 0.016 0.00
H -1.14055 6.44712 3.11758 0.004 0.021 0.006 0.00
H -0.74514 5.54630 0.86621 -0.001 0.014 -0.034 0.00
C 4.70188 -2.62701 0.44236 -0.011 -0.018 0.014 0.00
C 5.66621 -1.52768 -0.02223 -0.038 -0.144 0.015 0.00
C 6.80555 -1.45663 1.00395 0.025 -0.038 0.038 0.00
C 6.24843 -1.94472 -1.37675 0.021 -0.020 0.009 0.00
C 4.99197 -0.13208 -0.13469 0.007 0.200 -0.109 0.00
O 5.99123 0.84041 -0.49491 0.057 0.000 0.016 0.00
C 4.26775 0.29103 1.17088 0.014 -0.041 0.010 0.00
C 4.98310 1.37050 1.98517 0.111 0.053 -0.033 0.00
C 4.25369 1.68880 3.26250 -0.013 0.046 0.029 0.00
C 4.48994 0.95605 4.42080 0.010 0.012 -0.038 0.00
C 3.85510 1.26640 5.61139 -0.048 0.049 0.002 0.00
C 2.96678 2.32795 5.64072 -0.025 -0.001 0.040 0.00
Cl 2.21491 2.77430 7.14821 -0.030 -0.048 -0.035 0.00
C 2.67956 3.05099 4.49706 -0.002 -0.008 0.013 0.00
C 3.32748 2.72445 3.31600 0.005 -0.039 0.003 0.00
C 4.04575 0.04336 -1.34259 0.063 0.080 0.064 0.00
N 2.79181 -0.66835 -1.30057 -0.138 -0.057 -0.267 0.00
C 1.62111 -0.24174 -0.82361 -0.126 -0.038 0.186 0.02
N 0.69026 -1.14149 -1.02887 -0.135 0.065 -0.262 0.10
C 1.33772 -2.11789 -1.70116 0.186 -0.008 0.149 0.01
N 2.61577 -1.87396 -1.89800 0.139 -0.052 -0.133 0.00
H 5.24319 -3.57467 0.44600 0.011 -0.056 -0.010 0.00
H 3.84857 -2.74146 -0.22154 0.048 0.000 0.029 0.00
H 4.33279 -2.46750 1.45450 -0.003 -0.012 0.036 0.00
H 7.19232 -2.46220 1.17624 0.019 -0.004 -0.009 0.00
H 6.46642 -1.07359 1.96814 -0.021 -0.019 0.010 0.00
H 7.64924 -0.85192 0.66064 0.007 0.020 -0.012 0.00
H 6.94458 -2.77300 -1.23658 0.014 -0.050 0.007 0.00
H 6.78915 -1.12439 -1.84832 0.038 0.031 0.000 0.00
H 5.46387 -2.28536 -2.05110 -0.052 0.001 -0.037 0.00
H 6.68971 0.82186 0.16796 -0.081 0.007 -0.056 0.00
H 4.08501 -0.57418 1.80637 0.000 0.042 0.024 0.00
H 3.27841 0.68183 0.93536 -0.058 0.018 -0.015 0.00
H 5.07519 2.27635 1.38203 -0.001 -0.030 0.030 0.00
H 6.00168 1.05720 2.23978 -0.050 0.008 -0.014 0.00
H 5.19197 0.13219 4.39690 0.039 -0.055 -0.004 0.00
H 4.04754 0.69935 6.50921 0.005 -0.042 0.054 0.00
H 1.96746 3.86221 4.53409 -0.049 0.033 -0.006 0.00
H 3.11129 3.29295 2.42047 -0.002 0.044 -0.061 0.00
H 4.54217 -0.21332 -2.27674 0.043 -0.026 0.108 0.00
H 3.81639 1.11012 -1.37004 -0.034 -0.018 -0.063 0.00
H 1.48087 0.70271 -0.33192 -0.079 0.191 0.039 0.00
H 0.85697 -3.02297 -2.02502 -0.062 -0.102 -0.058 0.00
```
Positions in Å, forces in eV/Å.

---

# 2
ORCA calculation (ωB97M-V with the def2-TZVPD basis set) on a molecular structure, C60H57Br4Ge3NO2PbS2Sb.

total charge = -1
energy relative to the best compared isomer or geometry (same formula, charge and spin) = 204.1 kJ/mol
HOMO energy = -4.5 eV
M = 1754.66 g/mol
LUMO = 0.0625 Eh

```
131
Properties=species:S:1:pos:R:3:forces:R:3:lowdin_charge:R:1
Pb 0.96276 0.34406 -0.62297 0.484 0.312 0.128 0.91
C -1.12994 -2.51771 3.31514 0.015 0.079 -0.027 -0.18
C -0.88761 -1.37922 2.32320 -0.150 -0.036 -0.080 -0.41
Ge 1.00750 -1.09856 1.73497 -0.095 -0.227 0.279 0.76
C 1.83947 -2.90526 1.74298 0.044 0.048 -0.046 -0.38
C 2.39339 -3.35156 3.09716 -0.012 0.018 -0.076 -0.18
C 1.67863 -0.31068 3.42200 -0.136 0.094 -0.060 -0.24
C 2.42250 0.75379 3.73647 0.237 0.197 0.337 -0.26
Ge 2.98007 1.99050 2.25436 0.053 -0.190 -0.172 0.93
C 1.25812 2.95200 2.05230 -0.027 0.038 -0.012 -0.32
C 0.93851 3.97699 3.14201 0.085 -0.123 0.011 -0.16
C 4.72815 2.89485 2.43450 -0.119 0.127 0.254 -0.27
C 5.06576 3.85692 3.57591 -0.028 -0.017 -0.139 -0.17
C 2.69152 1.05052 5.17778 0.056 -0.126 -0.075 -0.21
C 2.78308 0.02963 6.13307 0.043 -0.043 -0.018 -0.04
C 2.97010 0.30911 7.47717 0.020 0.012 -0.008 -0.10
C 3.08416 1.62286 7.91517 -0.011 0.018 -0.013 -0.11
C 3.03996 2.64699 6.98130 0.022 -0.029 0.000 -0.09
C 2.86317 2.35673 5.63499 -0.059 0.027 -0.012 -0.08
H -2.18497 -2.59198 3.60375 0.008 -0.017 0.000 0.05
H -0.54929 -2.38498 4.23150 -0.023 -0.013 -0.007 0.05
H -0.84276 -3.48073 2.88554 0.016 0.012 0.018 0.05
H -1.19844 -0.42468 2.76714 -0.015 0.023 -0.001 0.04
H -1.50389 -1.52662 1.43064 -0.017 -0.026 0.015 0.00
H 2.64822 -2.89680 1.01423 0.016 -0.035 0.003 -0.01
H 1.09609 -3.62156 1.37728 0.025 0.011 0.007 0.04
H 3.19534 -2.68377 3.42008 -0.021 0.001 0.006 0.06
H 2.80653 -4.36236 3.03330 0.004 0.004 0.015 0.07
H 1.62811 -3.35086 3.87740 0.018 -0.018 -0.002 0.05
H 1.28825 -0.89126 4.26509 -0.004 -0.001 0.001 0.05
H 0.50275 2.15695 2.06385 -0.011 0.051 -0.009 0.04
H 1.25980 3.40649 1.06487 -0.069 0.075 0.032 0.05
H 0.92261 3.53003 4.13861 -0.018 0.008 -0.053 0.05
H -0.04400 4.41998 2.98076 -0.131 0.086 -0.047 0.05
H 1.66760 4.79306 3.14842 -0.012 -0.028 0.029 0.07
H 4.83149 3.41093 1.48064 0.051 -0.008 -0.022 0.06
H 5.43677 2.06247 2.43239 0.012 0.001 -0.013 0.08
H 4.37486 4.70394 3.61218 0.001 -0.024 0.025 0.06
H 6.07029 4.26527 3.43612 -0.016 0.028 -0.007 0.06
H 5.04992 3.36763 4.54630 0.001 -0.032 0.067 0.05
H 2.72949 -1.00295 5.81035 -0.022 0.012 -0.022 0.10
H 3.04314 -0.50615 8.18761 -0.016 0.005 -0.008 0.10
H 3.21955 1.84363 8.96714 0.020 -0.011 -0.018 0.09
H 3.14906 3.67776 7.29857 0.003 -0.012 -0.017 0.10
H 2.85311 3.16844 4.92197 -0.049 0.044 0.001 0.07
Br 6.03631 1.38399 -4.08961 -0.011 0.000 0.008 0.67
C 5.32343 1.09084 -2.36180 -0.056 0.012 0.093 -0.76
C 5.65658 -0.05276 -1.64961 -0.004 0.017 -0.017 -0.77
Br 6.83584 -1.34232 -2.36957 -0.035 0.004 0.015 0.68
C 5.09647 -0.25633 -0.37687 0.020 -0.061 -0.002 -0.64
Br 5.54163 -1.74119 0.70122 -0.035 -0.047 -0.065 0.78
C 4.19815 0.64562 0.15199 0.050 -0.103 -0.096 -0.43
O 3.58535 0.45709 1.31966 -0.069 0.072 -0.018 -0.27
C 3.87195 1.84324 -0.54629 -0.002 0.029 -0.056 -0.53
O 3.04617 2.63121 0.05062 0.146 0.034 -0.054 -0.25
C 4.45190 2.03776 -1.80377 -0.031 -0.078 -0.048 -0.65
Br 3.95411 3.62241 -2.70784 -0.004 -0.016 0.009 0.72
S 3.38822 -5.01122 -1.22415 0.061 -0.008 0.122 0.61
C 2.98245 -3.48596 -1.47025 0.069 0.079 -0.015 -0.84
N 2.70540 -2.35476 -1.63836 -0.209 -0.073 -0.067 -0.02
C 1.83922 -1.33805 -2.13918 -0.143 0.128 -0.009 -0.50
Ge 0.52719 -2.17702 -3.33168 0.058 -0.052 -0.057 0.93
C -0.97098 -2.96951 -2.35509 -0.043 -0.058 -0.006 -0.36
C -0.75856 -3.55665 -1.10676 0.038 0.059 -0.055 -0.12
C -1.82190 -4.04738 -0.36214 -0.018 0.001 0.016 -0.08
C -3.11428 -3.97269 -0.86565 0.020 0.033 0.007 -0.09
C -3.33750 -3.42008 -2.11983 0.046 0.023 -0.062 -0.11
C -2.27259 -2.91483 -2.85525 0.037 -0.233 0.034 -0.17
C 1.39722 -3.64818 -4.28253 -0.020 -0.037 -0.023 -0.28
C 0.95983 -4.96205 -4.12590 0.019 0.028 -0.100 -0.11
C 1.63518 -6.01271 -4.73423 0.006 0.011 -0.033 -0.10
C 2.76151 -5.76004 -5.50347 -0.022 0.008 0.014 -0.10
C 3.20782 -4.45512 -5.66956 0.006 -0.001 -0.001 -0.09
C 2.52871 -3.40899 -5.06298 -0.007 0.003 0.029 -0.10
C -0.14531 -0.86793 -4.61759 -0.033 0.012 -0.068 -0.27
C -0.70537 -1.29905 -5.82246 0.046 0.025 0.081 -0.11
C -1.19738 -0.38740 -6.74718 -0.041 -0.004 0.008 -0.10
C -1.12509 0.97402 -6.48371 0.001 0.005 0.017 -0.10
C -0.55990 1.41920 -5.29640 -0.002 -0.020 -0.013 -0.08
C -0.07688 0.50349 -4.37055 -0.031 -0.018 -0.050 -0.12
H 2.42738 -0.64908 -2.75353 0.139 -0.013 0.080 0.03
H 0.24700 -3.61181 -0.70034 -0.029 -0.005 0.005 0.08
H -1.64324 -4.47608 0.61705 0.004 0.002 -0.011 0.10
H -3.94703 -4.33934 -0.27741 0.000 -0.014 -0.006 0.10
H -4.34418 -3.36401 -2.51834 -0.001 0.002 0.011 0.10
H -2.45809 -2.45251 -3.81939 -0.015 0.013 0.004 0.09
H 0.08864 -5.17017 -3.51490 0.015 -0.005 0.020 0.09
H 1.29018 -7.03050 -4.59604 0.002 0.012 0.009 0.10
H 3.29865 -6.57928 -5.96623 -0.007 0.008 0.005 0.10
H 4.09324 -4.25418 -6.26048 -0.008 -0.002 0.007 0.10
H 2.89580 -2.39473 -5.18765 0.006 -0.008 0.009 0.11
H -0.74364 -2.36082 -6.04478 -0.010 0.005 -0.013 0.10
H -1.63305 -0.73820 -7.67511 0.016 -0.004 -0.008 0.10
H -1.49875 1.68761 -7.20795 -0.004 0.005 -0.002 0.10
H -0.48578 2.48051 -5.09294 -0.008 -0.002 0.011 0.10
H 0.35692 0.87106 -3.44648 0.019 0.015 -0.040 0.04
S -1.73800 -0.29144 -1.25897 -0.392 0.117 0.312 0.13
Sb -3.25303 1.13810 -0.36143 -0.056 -0.083 -0.263 1.32
C -4.36658 1.82892 -2.02206 -0.031 -0.036 0.036 -0.35
C -5.16315 2.96623 -1.92484 -0.026 -0.046 -0.030 -0.11
C -5.86093 3.41495 -3.03789 -0.008 0.005 0.026 -0.09
C -5.76006 2.73092 -4.24241 0.020 -0.011 0.006 -0.09
C -4.96323 1.59824 -4.33874 -0.010 0.000 -0.003 -0.08
C -4.26283 1.14401 -3.22873 -0.002 0.064 0.024 -0.13
C -4.66999 0.10239 0.81275 0.067 0.003 0.006 -0.34
C -4.43781 -0.18226 2.15627 -0.094 -0.056 -0.099 -0.13
C -5.33489 -0.97779 2.85549 0.017 0.008 0.016 -0.08
C -6.45510 -1.49128 2.21632 0.009 -0.005 0.000 -0.08
C -6.68896 -1.20334 0.87934 -0.005 0.011 -0.015 -0.08
C -5.79581 -0.40899 0.17367 0.020 0.050 0.049 -0.11
C -2.89962 2.97368 0.61349 0.102 -0.112 -0.093 -0.35
C -3.62776 3.32621 1.74296 0.023 0.112 -0.030 -0.12
C -3.54831 4.62850 2.22342 0.003 -0.039 0.007 -0.08
C -2.75472 5.56193 1.57327 0.043 -0.004 0.035 -0.08
C -2.01693 5.19921 0.45320 0.057 0.007 0.019 -0.07
C -2.08481 3.90235 -0.03077 0.018 -0.066 0.105 -0.11
H -5.23469 3.51042 -0.98923 0.009 0.003 -0.005 0.10
H -6.47776 4.30211 -2.96495 0.010 -0.007 -0.010 0.10
H -6.29691 3.08848 -5.11215 -0.004 -0.004 0.007 0.10
H -4.87582 1.07177 -5.28088 0.013 0.005 0.009 0.11
H -3.61657 0.27598 -3.30187 0.024 -0.003 -0.012 0.07
H -3.55737 0.19462 2.65682 0.116 -0.003 0.043 0.09
H -5.14917 -1.20612 3.89755 0.000 0.001 -0.017 0.11
H -7.14245 -2.12699 2.75996 -0.010 0.025 0.007 0.10
H -7.56492 -1.60017 0.38177 0.014 -0.010 0.002 0.10
H -5.97768 -0.18853 -0.87228 -0.001 -0.021 0.002 0.10
H -4.26236 2.60422 2.24204 -0.014 0.005 -0.011 0.09
H -4.11090 4.91047 3.10419 0.007 0.005 -0.001 0.10
H -2.69778 6.57543 1.95001 0.001 -0.011 -0.007 0.10
H -1.38131 5.92373 -0.03963 -0.007 -0.012 0.011 0.11
H -1.49965 3.61507 -0.89767 -0.007 0.011 -0.006 0.11
```
Positions in Å, forces in eV/Å.